Density functional theory data (ωB97M-V/def2-TZVPD) for a 7-piece molecular cluster, C13H22Cl12O9 overall at a distorted geometry.

```
56
C13H22Cl12O9 | OMol25 | ωB97M-V/def2-TZVPD
Cl 16.729 -17.774 2.211
Cl 18.635 -16.093 -9.105
Cl 12.569 -19.705 1.365
C 11.897 -24.083 -6.869
C 19.679 -18.234 -4.812
H 14.774 -18.505 -5.605
Cl 16.599 -17.496 -7.593
H 15.617 -21.401 -8.230
C 13.091 -20.157 -0.252
Cl 15.921 -20.518 2.774
H 16.454 -16.665 -9.751
O 13.536 -15.515 -2.530
C 15.634 -19.285 -3.444
Cl 19.207 -17.026 -3.623
C 14.491 -15.944 -1.947
O 12.234 -22.721 -7.109
H 10.913 -24.076 -6.406
H 11.846 -24.638 -7.804
C 16.937 -19.078 -1.529
H 12.935 -15.269 -0.048
H 13.392 -16.652 0.973
H 15.216 -14.838 -4.070
C 17.242 -17.166 -9.209
H 14.704 -21.041 -9.691
H 19.054 -19.103 -4.661
Cl 17.655 -18.675 -10.014
H 15.896 -16.453 -4.388
Cl 11.697 -20.635 -1.235
H 13.551 -19.312 -0.747
H 16.932 -15.126 -3.791
H 14.905 -19.804 -8.488
Cl 19.417 -17.643 -6.441
H 15.101 -18.561 3.713
C 13.233 -16.314 -0.047
C 16.090 -18.874 3.413
O 14.200 -23.398 -7.996
O 16.557 -18.985 -4.154
H 14.451 -20.239 -5.824
O 15.678 -19.383 -2.123
H 12.603 -24.550 -6.185
Cl 21.360 -18.736 -4.564
O 14.472 -16.484 -0.727
O 15.744 -15.982 -2.392
C 14.194 -19.353 -5.249
C 14.743 -20.874 -8.611
H 17.185 -18.041 -1.732
O 13.539 -21.244 -7.961
C 15.946 -15.578 -3.744
Cl 14.279 -21.457 -0.178
H 12.452 -16.926 -0.500
H 13.135 -19.156 -5.400
O 14.398 -19.563 -3.860
Cl 17.102 -18.855 4.873
H 17.705 -19.766 -1.882
H 16.824 -19.217 -0.457
C 13.414 -22.541 -7.696
```

As for the total charge: 0. Its total energy is -182534.35766 eV. As for the LUMO energy: 0.4 eV. Its SMILES is COC(=O)OC.COC(=O)OC.COC(=O)OC.ClC(Cl)Cl.ClC(Cl)Cl.ClC(Cl)Cl.ClC(Cl)Cl. The calculation puts the HOMO energy at -10.75 eV.

These are the natural (NBO) partial charges, in e, on atoms 1 to 5: number 1, Cl, carries 0.03; number 2, Cl, carries 0.03; number 3, Cl, carries 0.01; number 4, C, carries -0.26; number 5, C, carries -0.29

***

Density functional theory data (ωB97M-V/def2-TZVPD) for a 9-piece molecular cluster, C13H22Cl2O14 overall at a distorted geometry.

```
51
C13H22Cl2O14 | OMol25 | ωB97M-V/def2-TZVPD
O -6.658 19.216 6.000
H -8.312 14.901 6.405
H -16.843 13.795 6.116
C -9.704 17.685 6.581
H -2.969 23.287 3.913
C -14.599 14.362 5.921
C -6.008 21.252 4.899
O -10.798 20.776 8.865
Cl -9.302 18.144 4.906
O -2.736 22.851 4.735
Cl -11.429 17.394 6.751
O -11.945 20.252 5.761
O -12.199 11.092 6.962
H -8.357 20.044 3.475
H -12.755 20.686 6.030
H -7.846 15.460 9.017
C -5.055 22.210 4.412
C -5.705 20.063 5.472
O -8.434 14.600 5.505
C -14.338 12.087 6.747
H -7.068 21.423 4.788
H -11.327 20.357 8.186
H -9.375 18.583 7.103
H -6.180 16.000 7.034
H -9.142 16.813 6.914
C -3.647 21.851 4.903
O -8.781 20.759 3.001
H -10.741 12.386 6.229
H -9.527 20.348 2.563
H -14.859 11.203 7.082
H -9.380 14.635 5.366
H -12.235 19.437 5.351
O -8.368 14.987 8.370
H -6.105 18.488 6.294
H -2.292 20.612 5.820
H -8.761 14.264 8.860
H -6.806 16.139 5.663
C -12.361 13.360 6.059
O -3.851 18.493 6.075
C -13.086 14.380 5.693
O -6.361 16.640 6.346
O -11.024 13.214 5.834
O -16.465 13.054 6.594
O -15.345 15.340 5.578
C -3.304 20.640 5.444
O -5.315 23.163 3.688
C -12.909 12.050 6.603
H -12.566 15.186 5.197
C -15.148 13.071 6.481
C -4.247 19.605 5.694
H -10.946 20.244 9.647
```

As for the total charge: 0. Its total energy is -67545.20463 eV. As for the LUMO energy: -2.1 eV. Its SMILES is O=C1C=C(O)C(=O)C=C1O.O=C1C=C(O)C(=O)C=C1O.ClCCl.O.O.O.O.O.O. The calculation puts the HOMO energy at -9.27 eV.

These are the natural (NBO) partial charges, in e, on atoms 1 to 5: number 1, O, carries -0.65; number 2, H, carries 0.48; number 3, H, carries 0.51; number 4, C, carries -0.40; number 5, H, carries 0.50

***

Density functional theory data (ωB97M-V/def2-TZVPD) for C13H22Cl3GeIrNO7PS2Se as an isolated structure at a distorted geometry.

```
52
C13H22Cl3GeIrNO7PS2Se | OMol25 | ωB97M-V/def2-TZVPD
P 1.472 -1.169 0.088
C 2.737 2.512 0.328
S -3.691 -0.709 1.345
H -4.090 1.880 5.168
C -1.179 1.709 3.484
H -3.214 1.329 2.898
H 1.104 1.043 -2.329
C 1.865 -2.436 -2.836
C -0.362 2.083 4.558
C 0.091 -3.582 -1.495
C -2.551 1.629 3.695
O 0.490 -1.208 -1.242
O -4.711 -2.866 -0.291
O 0.570 -1.457 1.280
H -0.271 -0.926 -3.686
Cl -1.979 3.076 0.162
H 3.326 2.133 1.157
H 3.371 -0.037 -1.915
C -0.958 2.352 5.777
H 0.710 2.149 4.431
C -3.030 1.929 4.961
Cl -4.640 1.450 -1.457
O -2.406 -3.032 0.534
Ir -1.379 -0.794 0.484
H 1.829 2.969 0.718
S -3.460 -2.215 -0.050
C -0.526 -1.897 -3.270
H 1.818 -3.225 -3.584
H 0.083 -4.405 -2.208
Cl -1.850 1.683 -3.228
H -0.897 -3.493 -1.049
H 4.208 0.264 -0.398
O -2.935 -1.475 -1.227
C 0.487 -2.284 -2.191
H 0.804 -3.793 -0.700
H 2.602 -2.697 -2.084
Se -0.334 1.371 1.800
H 1.995 2.573 -2.335
O 2.723 -1.927 -0.044
C 1.453 1.866 -1.713
H 3.309 3.257 -0.217
H 4.213 1.503 -1.675
O 1.638 0.435 0.220
H 2.163 -1.508 -3.324
C 2.364 1.352 -0.600
N -2.264 2.279 5.982
H 0.588 2.364 -1.279
H -0.525 -2.643 -4.062
Ge -2.496 1.045 -1.186
H -1.523 -1.831 -2.845
H -0.367 2.645 6.638
C 3.625 0.727 -1.188
```

As for the total charge: -1. Its total energy is -222895.32640 eV. As for the LUMO energy (spin up / spin down): 0.6 / 0.2 eV. The calculation puts the HOMO energy (spin up / spin down) at -5.61 / -5.64 eV. The multiplicity is 2.

These are the natural (NBO) partial charges, in e, on atoms 1 to 5: number 1, P, carries 2.56; number 2, C, carries -0.62; number 3, S, carries -0.30; number 4, H, carries 0.19; number 5, C, carries -0.24

***

Density functional theory data (ωB97M-V/def2-TZVPD) for C13H22Cl3GeO3PRuTe as an isolated structure.

```
45
C13H22Cl3GeO3PRuTe | OMol25 | ωB97M-V/def2-TZVPD
H 1.117 -2.506 6.020
H -1.186 -0.760 -3.453
Cl 0.641 2.790 0.131
H 2.497 3.812 4.254
C -0.983 -1.823 -3.339
C -0.399 -3.015 0.770
H 3.955 2.874 3.937
Cl -1.736 1.733 -2.130
C -0.727 -2.188 -1.911
Ge -0.031 1.196 -1.066
C 0.450 -3.534 -0.223
C 2.106 1.785 3.776
C 1.485 -4.563 0.110
O 2.753 0.732 2.943
H 2.345 -4.502 -0.555
C -2.280 -1.514 1.530
H 1.081 1.899 3.426
H -1.869 -2.359 -3.686
H -2.318 -0.959 -1.120
H 3.495 -1.101 4.664
H 1.814 -4.481 1.146
P 2.026 -0.551 2.454
H 3.083 -2.825 4.508
H 1.516 -0.787 6.190
C 0.291 -3.086 -1.552
H 2.117 1.406 4.797
H 2.606 -2.018 6.832
C -1.387 -2.074 0.469
O 1.737 -1.560 3.610
H 2.914 3.387 2.591
C 1.927 -1.779 6.012
O 0.741 -0.317 1.713
Cl 1.639 0.415 -2.334
H 1.050 -5.558 -0.014
C -1.519 -1.648 -0.872
C 2.689 -1.833 4.717
Ru 0.824 -0.961 -0.341
C 2.926 3.034 3.622
Te 3.600 -1.469 0.828
H -2.094 -0.448 1.667
H -2.115 -2.009 2.484
H -3.327 -1.637 1.249
H -0.148 -2.098 -3.980
H -0.276 -3.339 1.797
H 0.949 -3.482 -2.316
```

As for the total charge: +2. Its total energy is -133216.32369 eV. As for the LUMO energy (spin up / spin down): -8.1 / -9.3 eV. The calculation puts the HOMO energy (spin up / spin down) at -14.79 / -15.95 eV. The multiplicity is 5.

These are the natural (NBO) partial charges, in e, on atoms 1 to 5: number 1, H, carries 0.23; number 2, H, carries 0.24; number 3, Cl, carries -0.28; number 4, H, carries 0.25; number 5, C, carries -0.67

***

Density functional theory data (ωB97M-V/def2-TZVPD) for a 2-piece molecular cluster, C13H22F3N2O5P overall at a distorted geometry.

```
46
C13H22F3N2O5P | OMol25 | ωB97M-V/def2-TZVPD
F -1.210 2.404 2.114
C -3.270 -0.913 -0.231
C 4.433 -0.127 -1.411
C 0.684 -0.071 -1.338
H 1.255 -3.111 -0.877
C -1.553 0.270 -1.641
C 1.593 1.540 0.969
H -0.823 -2.059 -0.548
H 1.452 -0.321 1.983
H 0.495 -0.888 -2.068
H -3.951 -0.111 -0.540
H -1.858 0.494 0.479
H 5.117 1.841 -2.042
P 1.729 -2.221 0.130
H 3.051 -1.823 -0.228
C -5.045 0.512 1.792
F -1.486 3.087 0.031
H 1.712 0.256 -1.517
C -1.854 -0.321 -0.249
C 0.602 -0.718 0.056
C 0.835 0.238 1.269
F 1.299 3.886 0.531
O 4.506 -1.346 -1.658
C -3.718 -1.300 1.211
H -2.998 -0.931 1.954
H 6.299 0.541 -2.264
O -0.294 0.923 -1.573
H -0.127 0.394 1.771
H -1.581 -0.493 -2.435
H 2.228 1.739 1.846
H -3.764 -2.389 1.276
H -0.970 -1.742 1.061
C 0.692 2.729 0.826
H -5.826 1.102 1.283
O -4.304 1.056 2.512
H -2.284 1.054 -1.841
O 3.758 0.428 -0.496
H 2.308 1.464 0.135
O -5.025 -0.820 1.514
C 5.241 0.796 -2.325
N -0.806 -1.302 0.148
H -3.423 -1.733 -0.941
H 0.996 -2.478 2.179
C -0.645 2.739 0.978
H 4.911 0.673 -3.358
N 1.622 -2.955 1.535
```

As for the total charge: 0. Its total energy is -44490.38334 eV. As for the LUMO energy: -0.5 eV. The calculation puts the HOMO energy at -7.92 eV.

These are the natural (NBO) partial charges, in e, on atoms 1 to 5: number 1, F, carries -0.30; number 2, C, carries -0.46; number 3, C, carries 0.78; number 4, C, carries -0.14; number 5, H, carries -0.09

***

Density functional theory data (ωB97M-V/def2-TZVPD) for C13H22IN4O2V as an isolated structure at a distorted geometry.

```
43
C13H22IN4O2V | OMol25 | ωB97M-V/def2-TZVPD
H -2.264 1.725 2.001
C 1.784 -0.783 -2.052
H -0.705 1.817 1.164
C 3.217 2.464 -0.846
O 0.666 -0.751 -1.342
N -2.430 -1.930 -0.311
H -3.192 -1.451 -0.799
H -3.516 -0.185 1.554
H -3.400 1.127 -0.123
N 0.383 -2.190 1.030
C 3.452 0.791 -3.076
C 2.419 1.347 -0.960
H 0.183 -3.186 0.917
H 1.053 -1.837 3.027
H -0.680 -0.032 3.420
I 5.402 4.427 -1.652
C 4.127 2.749 -1.861
H 4.933 2.171 -3.766
O 2.137 -1.811 -2.567
N -1.625 0.811 -1.204
N -1.415 -0.144 1.414
C 0.141 -1.772 2.423
H -2.324 -2.830 -0.787
C 4.231 1.931 -2.982
H -0.599 -2.425 2.891
H -3.869 -2.484 1.164
H 3.534 0.138 -3.933
H 1.378 -2.097 0.811
C -1.667 1.294 1.187
H 0.489 0.329 2.141
H -2.450 2.592 -0.348
C -2.668 -0.821 1.819
C -0.348 -0.324 2.416
C -2.828 -2.152 1.082
H 3.155 3.101 0.022
H -2.709 -0.977 2.901
H -2.223 0.624 -2.013
C -2.378 1.514 -0.152
C 2.543 0.492 -2.059
H -2.204 -2.941 1.509
H -0.885 1.424 -1.558
V -0.573 -0.839 -0.343
H 1.725 1.093 -0.162
```

As for the total charge: +2. Its total energy is -57668.52614 eV. As for the LUMO energy (spin up / spin down): -7.5 / -6.8 eV. The calculation puts the HOMO energy (spin up / spin down) at -13.54 / -13.55 eV. The multiplicity is 3.

These are the natural (NBO) partial charges, in e, on atoms 1 to 5: number 1, H, carries 0.24; number 2, C, carries 0.76; number 3, H, carries 0.23; number 4, C, carries -0.24; number 5, O, carries -0.65